Record 1
Computed, not measured: a molecular structure, C6H8ClO6Ti, with the ωB97M-V functional and the def2-TZVPD basis.

Output
Molar mass, u: 259.4
Maximum force, eV/A: 6.7
Kohn-Sham gap (alpha / beta), hartree: 0.2503 / 0.3299
Calculated total energy, eV: -54271.231
<S²>: 3.75
Energy above the lowest of the compared OMol25 structures with the same formula, charge and spin, kJ/mol: 0.0

Structure (ORCA input):
```
! wB97M-V def2-TZVPD RIJCOSX def2/J DEFGRID3
* xyz 0 4
Ti 31.0275 2.8715 -14.6009
Cl 29.7906 4.9178 -13.4063
C 32.4440 7.2118 -13.4843
C 31.4920 8.1748 -12.8199
O 31.7429 9.3421 -13.5429
C 32.9276 9.3207 -13.9941
O 33.4924 10.3253 -14.4548
O 33.4521 8.1414 -13.9280
H 32.0344 6.5473 -14.2450
H 32.8761 6.5501 -12.7336
H 31.6551 8.3251 -11.7527
H 30.4761 7.8303 -13.0131
C 26.4852 4.6588 -14.8343
C 27.3910 3.9824 -15.8203
O 27.3847 2.6511 -15.3761
C 26.7383 2.5234 -14.1819
O 26.6176 1.4798 -13.5171
O 26.1256 3.6650 -13.9582
H 25.6297 5.0704 -15.3698
H 26.9920 5.4642 -14.3027
H 28.3335 4.4706 -16.0681
H 26.8047 3.9838 -16.7391
*
```

***

Record 2
Computed, not measured: a molecular structure, C16H38AsIrN6O5Si2, with the ωB97M-V functional and the def2-TZVPD basis.

Output
Molar mass, u: 717.8
Maximum force, eV/A: 3.5
Kohn-Sham gap (alpha / beta), hartree: 0.2479 / 0.2184
Calculated total energy, eV: -115815.574
<S²>: 1.06
Energy above the lowest of the compared OMol25 structures with the same formula, charge and spin, kJ/mol: 354.6

Structure (ORCA input):
```
! wB97M-V def2-TZVPD RIJCOSX def2/J DEFGRID3
* xyz 1 2
Ir -0.6938 0.2213 1.5620
N 0.5343 1.3149 3.3578
C 1.1229 0.3059 4.2372
C 0.1950 -0.9241 4.3451
O 0.0818 -1.5344 5.3913
N -0.4022 -1.2198 3.1824
C -1.2968 -2.3403 3.1384
C -2.3184 -2.1644 1.9724
O -2.7946 -3.1590 1.4555
O -2.5570 -0.9676 1.6260
H 1.2316 1.9898 3.0579
H -0.1891 1.8118 3.8732
H 1.2881 0.6819 5.2507
H 2.0756 -0.0259 3.8197
H -1.8381 -2.4566 4.0856
H -0.7509 -3.2744 2.9602
N -1.9523 2.2422 1.1930
C -2.0084 2.5002 -0.2489
C -1.9844 4.0003 -0.6081
C -0.5953 4.6610 -0.5409
C -0.0362 4.9540 -1.9418
N 0.3575 3.7442 -2.6394
C 1.4915 3.0654 -2.4575
N 2.5727 3.6540 -1.9393
N 1.5418 1.8115 -2.8965
C -0.8205 1.7555 -0.9009
O -0.9372 1.3614 -2.0740
O 0.2208 1.6338 -0.2072
H -2.8832 2.1949 1.5920
H -1.4299 2.9755 1.6617
H -2.9260 2.0646 -0.6495
H -2.6691 4.5200 0.0663
H -2.3868 4.1124 -1.6168
H 0.1133 4.0174 -0.0112
H -0.6654 5.6063 -0.0018
H 0.8149 5.6328 -1.8822
H -0.7999 5.4426 -2.5524
H -0.4184 3.1503 -2.9179
H 2.5835 4.6391 -1.7409
H 3.4454 3.1581 -1.8951
H 0.6340 1.3131 -2.8787
H 2.3645 1.2534 -2.7297
C -3.2862 -2.1596 -1.6559
Si -1.4933 -2.7797 -1.6695
C -0.7041 -2.5536 -3.4015
C -1.2256 -4.5268 -0.9590
As -0.0066 -1.3106 -0.4033
Si 2.0984 -2.2776 0.1727
C 2.0687 -3.6428 1.5094
C 2.9272 -2.9477 -1.4233
C 3.0924 -0.7877 0.8606
H -3.9049 -2.7741 -2.3048
H -3.3482 -1.1300 -1.9997
H -3.6980 -2.2169 -0.6522
H -1.1636 -3.2025 -4.1387
H 0.3611 -2.7701 -3.3787
H -0.8325 -1.5249 -3.7298
H -1.7445 -5.2626 -1.5654
H -1.6433 -4.5757 0.0424
H -0.1743 -4.8006 -0.9191
H 1.3361 -4.4156 1.2993
H 1.8416 -3.2216 2.4843
H 3.0402 -4.1246 1.5821
H 2.4174 -3.8378 -1.7808
H 3.9629 -3.2213 -1.2464
H 2.9107 -2.2141 -2.2261
H 3.8556 -1.1001 1.5662
H 2.4001 -0.1145 1.3645
H 3.5969 -0.2299 0.0750
*
```

***

Record 3
Computed, not measured: 2 unconnected molecules or ions with the total composition C4H9NO, with the ωB97M-V functional and the def2-TZVPD basis.

Output
Molar mass, u: 87.1
Maximum force, eV/A: 1.1
Kohn-Sham gap, hartree: 0.4233
Calculated total energy, eV: -7830.267
SMILES: CCOC.C#N
Energy above the lowest of the compared OMol25 structures with the same formula, charge and spin, kJ/mol: 198.1

Structure (ORCA input):
```
! wB97M-V def2-TZVPD RIJCOSX def2/J DEFGRID3
* xyz 0 1
C -0.1661 -1.5355 1.1095
C 0.5458 -0.8471 -0.0372
O -0.4092 -0.0772 -0.7510
C 0.1561 0.6368 -1.8313
H -1.0168 -2.1081 0.7305
H 0.5114 -2.2202 1.6296
H -0.5431 -0.8029 1.8300
H 0.9941 -1.5870 -0.7191
H 1.3547 -0.1967 0.3357
H -0.6460 0.8481 -2.5429
H 0.9245 0.0355 -2.3325
H 0.6076 1.5813 -1.4896
C -0.7686 2.0796 1.3356
N -0.7532 2.8642 2.1826
H -0.7912 1.3291 0.5502
*
```